[1]
This record from the Open Molecules 2025 dataset describes C28H31N8O4OsPS2 as an isolated structure. The level of theory is ωB97M-V/def2-TZVPD.

Values from the calculation:
charge = +1
calculated total energy = -3052.89947 hartree
orbital gap (alpha / beta) = 0.2522 / 0.2267 Eh
E_LUMO (alpha / beta) = -3.731 / -4.421 eV
expectation value of S² = 0.756
spin multiplicity = 2
M = 828.9 g mol⁻¹
ΔE to the lowest compared entry with this formula, charge and spin = 142.56 kJ/mol
maximum force = 0.76 eV/Å

```
75
Properties=species:S:1:pos:R:3:forces:R:3
Os 1.269770 -0.269692 1.317072 -0.7 0.1 0.2
O -0.003381 2.907920 4.147715 0.0 0.0 0.0
C 0.924398 3.801218 3.762241 0.0 0.0 0.0
C 0.793464 5.096856 4.265752 0.0 0.0 0.0
C 1.697712 6.073743 3.916869 0.0 0.0 0.0
C 2.760273 5.794836 3.053000 0.0 0.0 0.0
C 2.895903 4.524984 2.549205 0.0 0.0 0.0
C 1.988750 3.507740 2.890822 0.0 0.0 0.0
C 2.155733 2.185964 2.305190 0.0 -0.1 0.0
O 1.401416 1.192104 2.728538 -0.1 0.0 0.2
N 3.055163 1.962497 1.374210 0.0 0.0 0.0
N 3.009732 0.617507 1.113736 0.3 -0.2 -0.3
C 4.102720 -0.048279 0.956927 -0.1 0.0 0.0
C 3.962097 -1.469336 1.192308 0.0 0.0 0.0
C 4.999048 -2.384123 1.072062 0.0 0.0 0.0
C 4.790831 -3.686280 1.486088 0.0 0.0 0.0
C 3.555327 -4.038029 2.014290 0.0 0.0 0.0
C 2.561804 -3.083074 2.085947 0.0 0.0 0.0
N 2.746920 -1.820703 1.684213 -0.1 0.1 0.1
H 0.206721 2.048888 3.745482 0.0 0.0 0.0
H -0.032905 5.301237 4.932523 0.0 0.0 0.0
H 1.581394 7.071176 4.320663 0.0 0.0 0.0
H 3.466574 6.568027 2.786337 0.0 0.0 0.0
H 3.707344 4.281159 1.877699 0.0 0.0 0.0
H 5.052095 0.463335 0.877623 0.0 0.0 0.0
H 5.950421 -2.063625 0.671128 0.0 0.0 0.0
H 5.584111 -4.417457 1.410902 0.0 0.0 0.0
H 3.361174 -5.038825 2.371420 0.0 0.0 0.0
H 1.587604 -3.324229 2.484419 0.0 0.0 0.0
C -3.495307 -0.945646 2.714271 0.0 0.0 0.0
C -2.306981 -1.566289 2.019622 0.0 -0.1 0.1
O -1.355684 -0.567761 1.539464 0.3 -0.1 0.3
P -1.747429 0.386666 0.290966 -0.1 0.2 -0.4
S 0.091531 1.293721 0.087230 0.0 0.2 0.0
S -2.508114 -0.502394 -1.241768 0.1 0.0 0.2
O -2.665607 1.484487 0.961581 0.0 -0.1 0.1
C -3.694210 2.216280 0.244773 0.0 0.0 0.0
C -3.087414 3.302483 -0.610080 0.0 0.0 0.0
H -4.099851 -1.743345 3.147403 0.0 0.0 0.0
H -4.119104 -0.391906 2.014514 0.0 0.0 0.0
H -3.177061 -0.274655 3.511076 0.0 0.0 0.0
H -2.615541 -2.176311 1.169348 0.0 0.0 0.0
H -1.724382 -2.172211 2.712771 0.0 0.0 0.0
H -4.327466 2.622650 1.030067 0.0 0.0 0.0
H -4.268947 1.506828 -0.350816 0.0 0.0 0.0
H -2.481809 3.977982 -0.006362 0.0 0.0 0.0
H -3.881162 3.878712 -1.086244 0.0 0.0 0.0
H -2.464607 2.872356 -1.396687 0.0 0.0 0.0
C 1.433917 -0.638416 -2.252714 0.1 0.0 0.0
C 0.842112 -1.721628 -1.429779 -0.1 0.2 0.0
N 0.721217 -1.729178 -0.110173 0.4 0.0 -0.1
C 0.063382 -2.896931 0.234845 0.0 0.0 0.0
C -0.212531 -3.591952 -0.888217 -0.1 0.1 0.0
N 0.287198 -2.841973 -1.931085 0.0 -0.1 0.0
C 0.046394 -3.157840 -3.334899 0.0 0.0 0.1
N -1.269652 -2.782518 -3.740228 0.0 -0.1 -0.1
N -2.308471 -3.565903 -3.341187 0.0 0.0 0.0
N -3.404220 -3.020056 -3.680910 0.0 0.0 0.0
C -3.123411 -1.828387 -4.321317 0.0 0.0 0.0
C -3.981729 -0.869542 -4.865978 0.0 0.0 0.0
C -3.400874 0.236099 -5.438942 0.0 0.0 0.0
C -1.999122 0.390522 -5.483729 0.0 0.0 0.0
C -1.142064 -0.546829 -4.953976 0.0 0.0 0.0
C -1.741777 -1.662342 -4.363751 0.0 0.0 0.0
H 1.929449 0.081364 -1.607067 0.0 -0.1 -0.1
H 0.641374 -0.111155 -2.787335 0.0 0.0 0.0
H 2.157073 -1.030686 -2.969228 0.0 0.0 0.0
H -0.191090 -3.129441 1.253027 0.0 0.0 -0.1
H -0.751548 -4.507509 -1.056353 0.0 0.0 0.0
H 0.150829 -4.233708 -3.454127 0.0 0.0 0.0
H 0.783917 -2.650793 -3.951415 0.0 0.0 0.0
H -5.053735 -1.004341 -4.830428 0.0 0.0 0.0
H -4.023609 1.005499 -5.874130 0.0 0.0 0.0
H -1.587435 1.272809 -5.955810 0.0 0.0 0.0
H -0.068661 -0.422347 -5.010602 0.0 0.0 0.0
```
Positions in Å, forces in eV/Å.

Mulliken analysis output, partial charges in e: atom 1 (Os): 1.194, atom 2 (O): -0.690, atom 3 (C): 0.455, atom 4 (C): -0.655, atom 5 (C): -0.321, atom 6 (C): -0.770, atom 7 (C): -0.589, atom 8 (C): 0.107, atom 9 (C): 1.282, atom 10 (O): -0.915, atom 11 (N): -1.153, atom 12 (N): 0.799, atom 13 (C): -0.553, atom 14 (C): 0.850, atom 15 (C): -0.990, atom 16 (C): -0.256, atom 17 (C): -0.890, atom 18 (C): 0.023, atom 19 (N): -0.013, atom 20 (H): 0.458, atom 21 (H): 0.464, atom 22 (H): 0.389, atom 23 (H): 0.416, atom 24 (H): 0.449, atom 25 (H): 0.491, atom 26 (H): 0.459, atom 27 (H): 0.446, atom 28 (H): 0.422, atom 29 (H): 0.450, atom 30 (C): -1.324, atom 31 (C): -0.563, atom 32 (O): -0.432, atom 33 (P): 0.564, atom 34 (S): -0.719, atom 35 (S): -0.176, atom 36 (O): -0.137, atom 37 (C): -0.331, atom 38 (C): -1.036, atom 39 (H): 0.437, atom 40 (H): 0.243, atom 41 (H): 0.327, atom 42 (H): 0.444, atom 43 (H): 0.348, atom 44 (H): 0.347, atom 45 (H): 0.399, atom 46 (H): 0.287, atom 47 (H): 0.416, atom 48 (H): 0.229, atom 49 (C): -1.377, atom 50 (C): 0.804, atom 51 (N): 0.465, atom 52 (C): -0.453, atom 53 (C): -0.995, atom 54 (N): 0.266, atom 55 (C): -1.541, atom 56 (N): 0.809, atom 57 (N): -0.515, atom 58 (N): -0.521, atom 59 (C): 0.289, atom 60 (C): -0.688, atom 61 (C): -0.609, atom 62 (C): -0.781, atom 63 (C): -0.786, atom 64 (C): 1.377, atom 65 (H): 0.126, atom 66 (H): 0.065, atom 67 (H): 0.558, atom 68 (H): 0.718, atom 69 (H): 0.518, atom 70 (H): 0.306, atom 71 (H): 0.531, atom 72 (H): 0.466, atom 73 (H): 0.416, atom 74 (H): 0.413, atom 75 (H): 0.460

[2]
This record from the Open Molecules 2025 dataset describes a 2-piece molecular cluster, C28H31O2S overall at a distorted geometry. The level of theory is ωB97M-V/def2-TZVPD.

Values from the calculation:
charge = +1
calculated total energy = -1633.84292 hartree
orbital gap = 0.2266 Eh
E_LUMO = -4.133 eV
M = 431.6 g mol⁻¹
maximum force = 4.16 eV/Å

```
62
Properties=species:S:1:pos:R:3:forces:R:3
C -6.076103 -3.126842 2.491554 0.2 0.5 -0.1
O -5.539214 -1.802247 2.314454 0.6 -0.2 0.2
C -4.191355 -1.619060 2.273902 0.6 -0.2 -0.3
C -3.740040 -0.280758 2.141083 -0.1 -0.7 0.0
C -2.389522 -0.018927 2.005846 -0.2 -0.1 0.1
C -1.432335 -1.039858 1.992954 0.0 -0.3 -0.1
C 0.006629 -0.607468 1.815736 0.0 0.2 0.5
C 0.935011 -1.452719 0.995311 -0.4 0.5 4.1
S 2.579303 -1.348274 1.705650 -0.4 -0.9 0.2
C 2.662672 -2.149707 3.381763 0.1 0.3 0.1
C 3.385629 -2.727201 0.828343 0.2 0.3 -0.1
O 0.386951 0.470916 2.283515 0.0 -0.9 -0.4
C -1.872072 -2.365129 2.151972 0.0 0.3 -0.2
C -3.234633 -2.669790 2.295400 -0.4 0.3 -0.1
H -7.152918 -2.961437 2.536272 0.2 -0.2 0.0
H -5.821258 -3.774138 1.644879 -0.1 0.1 0.1
H -5.722245 -3.584181 3.422146 0.0 0.1 -0.1
H -4.472241 0.518956 2.114086 0.1 -0.1 0.0
H -2.037141 0.997312 1.905275 -0.1 0.1 0.0
H 0.677324 -2.509815 0.935797 -0.2 0.1 -0.6
H 3.729148 -2.099284 3.650339 -0.3 0.0 -0.1
H 2.101285 -1.565643 4.121310 0.0 0.0 -0.4
H 2.352147 -3.206381 3.397364 -0.1 0.5 -0.4
H 4.457657 -2.629599 1.026008 -0.2 -0.1 -0.1
H 3.032099 -3.707251 1.175924 -0.1 0.4 -0.1
H 3.207643 -2.600511 -0.243783 0.0 0.0 0.2
H -1.131718 -3.170609 2.166679 -0.3 0.1 0.0
H -3.572042 -3.713733 2.377552 0.3 0.6 0.0
C -4.810677 -1.167352 -2.641506 -0.4 0.0 -0.1
C -3.431002 -0.897024 -2.137628 0.7 -0.3 0.6
C -2.649831 -1.949889 -1.619939 -0.4 -0.2 -0.3
C -1.343130 -1.743640 -1.214635 0.3 -0.7 0.5
C -0.768309 -0.463266 -1.175546 -0.8 0.2 -0.7
C 0.628522 -0.273218 -0.813774 1.6 -2.8 -1.8
C 1.283331 0.912137 -1.220908 2.2 1.0 0.4
C 2.621934 1.236517 -1.033006 -1.3 -1.2 -0.1
C 3.242597 2.485840 -1.379150 0.5 1.7 -0.8
C 4.653279 2.649655 -1.264901 -0.6 -0.3 0.2
C 5.282408 3.860614 -1.497604 -0.4 0.2 -0.1
C 4.539089 4.989967 -1.883663 0.1 -0.4 0.2
C 5.233138 6.310110 -2.073181 0.0 0.2 -0.1
C 3.157037 4.848812 -2.062594 -0.2 -0.4 0.0
C 2.504375 3.634417 -1.828393 1.1 -0.6 0.4
C -1.569740 0.603236 -1.677766 0.2 -0.4 0.6
C -2.864230 0.380327 -2.128956 -0.3 0.2 -0.3
H -5.294285 -0.256105 -2.997931 0.1 -0.1 0.0
H -4.807694 -1.892991 -3.464135 0.1 0.1 0.1
H -5.443699 -1.592440 -1.852712 0.1 0.1 -0.1
H -3.103157 -2.957726 -1.565198 0.5 0.6 -0.1
H -0.739588 -2.626367 -0.908696 -0.5 0.8 -0.1
H 1.281188 -1.189485 -0.682837 -1.2 1.6 -2.2
H 0.731370 1.528206 -1.918419 -0.2 0.4 0.6
H 3.300765 0.471845 -0.611029 -0.5 0.5 0.1
H 5.250095 1.790866 -0.956415 -0.1 0.2 0.0
H 6.358747 3.963138 -1.372662 -0.2 -0.1 0.0
H 4.531623 7.089982 -2.383023 0.1 -0.1 0.0
H 5.726708 6.651629 -1.153877 -0.2 -0.2 -0.1
H 6.013288 6.233916 -2.839527 -0.1 0.0 0.1
H 2.583128 5.720616 -2.380793 0.1 -0.3 0.1
H 1.433124 3.555954 -1.950717 0.0 0.1 0.0
H -1.183456 1.619218 -1.709624 -0.1 -0.2 0.1
H -3.475625 1.215884 -2.506606 0.5 -0.4 0.2
```
Positions in Å, forces in eV/Å.

Mulliken analysis output, partial charges in e: atom 1 (C): -0.843, atom 2 (O): -0.435, atom 3 (C): 0.916, atom 4 (C): -0.731, atom 5 (C): -0.600, atom 6 (C): 0.200, atom 7 (C): -0.309, atom 8 (C): -0.425, atom 9 (S): 0.375, atom 10 (C): -1.048, atom 11 (C): -1.109, atom 12 (O): -0.679, atom 13 (C): -0.253, atom 14 (C): -0.584, atom 15 (H): 0.261, atom 16 (H): 0.330, atom 17 (H): 0.344, atom 18 (H): 0.441, atom 19 (H): 0.478, atom 20 (H): 0.771, atom 21 (H): 0.451, atom 22 (H): 0.375, atom 23 (H): 0.333, atom 24 (H): 0.454, atom 25 (H): 0.423, atom 26 (H): 0.355, atom 27 (H): 0.367, atom 28 (H): 0.381, atom 29 (C): -1.411, atom 30 (C): 0.891, atom 31 (C): -0.500, atom 32 (C): -0.274, atom 33 (C): 0.789, atom 34 (C): 0.067, atom 35 (C): -0.317, atom 36 (C): -0.155, atom 37 (C): 0.593, atom 38 (C): -0.731, atom 39 (C): -0.551, atom 40 (C): 0.991, atom 41 (C): -1.385, atom 42 (C): -0.742, atom 43 (C): -0.691, atom 44 (C): -0.788, atom 45 (C): -0.985, atom 46 (H): 0.379, atom 47 (H): 0.336, atom 48 (H): 0.297, atom 49 (H): 0.375, atom 50 (H): 0.246, atom 51 (H): 0.534, atom 52 (H): 0.457, atom 53 (H): 0.110, atom 54 (H): 0.312, atom 55 (H): 0.396, atom 56 (H): 0.352, atom 57 (H): 0.324, atom 58 (H): 0.332, atom 59 (H): 0.291, atom 60 (H): 0.391, atom 61 (H): 0.533, atom 62 (H): 0.293

[3]
This record from the Open Molecules 2025 dataset describes a 2-piece molecular cluster, C28H32BN3O9P2S2 overall at a distorted geometry. The level of theory is ωB97M-V/def2-TZVPD.

Values from the calculation:
calculated total energy = -3431.41212 hartree
orbital gap = 0.2431 Eh
E_LUMO = -1.067 eV
M = 691.5 g mol⁻¹
maximum force = 2.77 eV/Å

```
77
Properties=species:S:1:pos:R:3:forces:R:3
C -2.228264 -1.926625 2.922657 -1.1 -1.0 0.3
C -3.099456 -1.813167 1.624791 0.1 0.8 0.3
C -2.454944 -0.956974 0.443726 0.5 -1.0 -0.3
C -1.037618 -0.389662 0.730631 1.4 2.3 0.6
C 0.188995 -1.176395 0.838464 -0.6 0.6 0.4
C 0.038752 -2.731003 0.648830 0.6 0.9 -1.3
O 0.563329 -3.479060 1.761746 0.0 1.4 -0.2
N -0.053890 -4.716725 1.872293 0.8 -1.3 -0.9
O 0.748849 -5.548394 1.634713 -0.9 0.1 0.7
C 1.526942 -0.579479 1.071853 -1.3 0.5 -0.4
C 2.768928 -1.512117 1.156584 -0.1 -0.3 -0.4
B 3.152410 -1.927303 2.681122 0.4 -0.2 0.7
O 4.497546 -2.164425 3.046622 -1.2 0.7 -0.7
O 2.155348 -2.087211 3.683498 1.2 1.5 -0.7
C 1.678931 0.874975 1.206686 -2.1 -1.2 -1.1
P 3.271741 1.821813 1.453040 0.0 1.6 1.4
C 3.615225 2.588113 -0.240351 -0.8 -1.6 -0.5
O 4.590241 0.809006 1.790959 -0.4 0.6 -1.4
C 0.439343 1.693849 1.118890 -0.4 -1.4 -0.3
C -0.883550 1.078768 0.888045 1.4 -0.7 0.0
C -2.114657 2.041392 0.794799 1.4 0.4 -0.4
O -3.181101 1.830208 1.323448 0.4 -0.1 -0.4
C -1.835849 3.355870 -0.018032 0.9 0.9 -0.6
C -2.785699 3.936235 -0.965107 2.6 0.4 0.8
P -4.474590 3.189632 -1.281054 -0.6 1.6 0.0
S -5.646392 4.616622 -1.908106 -0.1 -0.1 -0.3
C -2.346166 5.148873 -1.675024 1.0 -0.7 0.9
C -1.025022 5.758931 -1.457620 -0.4 -1.9 0.6
S -0.522813 7.250831 -2.401899 -0.2 -1.0 -0.1
C -0.090548 5.171507 -0.493518 -2.3 -1.0 -0.2
C -0.515653 3.971225 0.207333 -0.9 0.1 -0.8
C 0.447199 3.260903 1.223898 -0.9 -0.5 -0.7
O 1.089450 3.889664 2.023305 -0.2 -0.2 -0.5
O -3.396418 -3.135700 1.132419 -0.4 0.7 0.1
C -4.528973 -3.148762 0.269003 -0.6 -0.5 -1.0
C -4.189634 -3.530467 -1.212142 0.4 -0.5 -2.3
C -5.172199 -3.258837 -2.269316 0.9 -0.6 -0.4
C -4.969886 -3.608607 -3.669635 1.8 -0.7 1.2
C -3.731573 -4.271501 -4.066655 -0.3 0.8 2.4
C -2.716210 -4.526274 -3.036267 -1.9 0.8 -0.2
C -2.939338 -4.163019 -1.633520 -1.1 0.2 -1.2
H -1.766689 -0.967770 3.257287 -0.2 -0.8 -0.6
H -1.498537 -2.771675 2.817882 -0.4 1.1 0.1
H -2.930945 -2.244762 3.748923 0.7 0.3 -0.8
H -4.080993 -1.334270 1.919440 1.0 -0.3 -0.4
H -3.204874 -0.195716 0.125204 1.0 -0.4 0.3
H -2.342546 -1.664314 -0.430929 -0.2 0.7 0.9
H 0.681310 -2.999213 -0.246494 -0.6 0.1 0.8
H -1.002176 -3.038789 0.382396 0.8 0.3 0.6
H 3.656499 -1.088288 0.609023 -1.0 -0.2 0.8
H 2.562456 -2.498732 0.639008 0.0 1.0 0.5
H 4.757447 -1.598311 3.791549 -0.2 -0.6 -0.1
H 1.795004 -1.192514 3.847565 -0.4 -0.8 -0.1
H 4.394000 3.381618 -0.195063 -0.7 -0.7 0.0
H 2.640340 2.956902 -0.668703 0.9 -0.1 0.6
H 3.922730 1.718944 -0.889072 0.0 1.2 0.3
H 5.285629 1.094970 1.156687 -0.4 -0.5 0.2
H -5.046756 2.659821 -0.084549 0.9 -0.2 -0.5
H -4.383148 2.120560 -2.216767 0.4 0.1 0.6
H -3.026559 5.609491 -2.424152 0.5 -0.4 0.8
H -0.238413 6.698891 -3.639008 -0.3 0.1 1.0
H 0.914172 5.596420 -0.283721 -0.9 -0.3 -0.3
H -5.272474 -3.896574 0.671521 0.8 0.6 -0.4
H -5.077190 -2.165214 0.228231 0.7 -0.8 0.2
H -6.145007 -2.768886 -2.011259 1.0 -0.5 -0.1
H -5.728428 -3.399309 -4.463708 0.6 -0.1 1.1
H -3.572784 -4.551725 -5.132739 0.0 0.2 1.1
H -1.776330 -5.009647 -3.394826 -0.8 0.5 0.7
H -2.137363 -4.390165 -0.888901 -0.9 0.2 -0.7
C 7.453852 1.788773 -0.931388 0.1 0.0 0.0
O 6.228713 1.792313 -0.935671 0.3 -0.1 0.2
N 8.184192 1.215181 0.062686 -0.1 -0.1 0.3
N 8.186933 2.359132 -1.922615 -0.1 0.2 -0.4
H 9.186788 1.203007 0.082144 0.0 0.0 0.0
H 7.677593 0.781462 0.814604 0.1 0.0 0.0
H 7.681268 2.793176 -2.675102 0.1 0.0 0.1
H 9.189501 2.368503 -1.940593 0.0 0.0 0.0
```
Positions in Å, forces in eV/Å.

Mulliken analysis output, partial charges in e: atom 1 (C): -1.203, atom 2 (C): 0.047, atom 3 (C): 0.113, atom 4 (C): -0.640, atom 5 (C): 0.491, atom 6 (C): -0.625, atom 7 (O): -0.133, atom 8 (N): 0.179, atom 9 (O): -0.364, atom 10 (C): 0.598, atom 11 (C): -1.025, atom 12 (B): 0.457, atom 13 (O): -0.589, atom 14 (O): -0.519, atom 15 (C): 1.040, atom 16 (P): -0.105, atom 17 (C): -0.862, atom 18 (O): -0.253, atom 19 (C): 0.279, atom 20 (C): 0.469, atom 21 (C): -0.205, atom 22 (O): -0.524, atom 23 (C): 0.117, atom 24 (C): 0.220, atom 25 (P): 0.213, atom 26 (S): -0.420, atom 27 (C): -0.243, atom 28 (C): -0.525, atom 29 (S): -0.238, atom 30 (C): -0.628, atom 31 (C): 0.490, atom 32 (C): -0.393, atom 33 (O): -0.442, atom 34 (O): -0.401, atom 35 (C): -0.751, atom 36 (C): 0.693, atom 37 (C): -0.573, atom 38 (C): -0.533, atom 39 (C): -0.371, atom 40 (C): -0.599, atom 41 (C): 0.009, atom 42 (H): 0.255, atom 43 (H): 0.240, atom 44 (H): 0.425, atom 45 (H): 0.407, atom 46 (H): 0.205, atom 47 (H): 0.333, atom 48 (H): 0.685, atom 49 (H): -0.617, atom 50 (H): 0.312, atom 51 (H): 0.340, atom 52 (H): 0.300, atom 53 (H): 0.321, atom 54 (H): 0.277, atom 55 (H): 0.264, atom 56 (H): 0.347, atom 57 (H): 0.150, atom 58 (H): 0.118, atom 59 (H): 0.116, atom 60 (H): 0.323, atom 61 (H): 0.166, atom 62 (H): 0.488, atom 63 (H): 0.385, atom 64 (H): 0.343, atom 65 (H): 0.291, atom 66 (H): 0.341, atom 67 (H): 0.338, atom 68 (H): 0.335, atom 69 (H): 0.251, atom 70 (C): 0.652, atom 71 (O): -0.595, atom 72 (N): -0.324, atom 73 (N): -0.443, atom 74 (H): 0.171, atom 75 (H): 0.169, atom 76 (H): 0.224, atom 77 (H): 0.156